1.
{"formula": "C19H35BN6O3PRe", "method": "wB97M-V/def2-TZVPD", "charge": 3, "spin_multiplicity": 2, "homo_ev": [-16.94, -16.82], "gap_ev": [5.6, 5.2], "s2": 0.7718, "symbols": ["Re", "C", "C", "N", "C", "C", "N", "C", "C", "N", "C", "C", "N", "C", "C", "C", "C", "C", "C", "C", "N", "H", "H", "H", "H", "H", "H", "H", "H", "H", "H", "H", "H", "H", "H", "H", "H", "H", "H", "H", "H", "H", "H", "H", "C", "O", "P", "O", "C", "O", "C", "H", "H", "H", "H", "H", "H", "H", "H", "H", "B", "C", "N", "H", "H", "H"], "coordinates": [[0.397202, 0.445726, -0.370197], [-2.016098, 2.913426, 2.311003], [-1.434598, 1.962826, 1.335603], [-0.156798, 1.721226, 1.252403], [0.819002, 2.434026, 2.039103], [2.132902, 1.646326, 2.282703], [2.414902, 0.618626, 1.271803], [3.760202, 0.541626, 0.680503], [3.723602, 0.773426, -0.835597], [2.534202, 0.187226, -1.469897], [2.504502, -1.253274, -1.769497], [1.224002, -1.535674, -2.581597], [0.093902, -0.869174, -1.960197], [-1.153998, -1.049874, -2.261497], [-1.651398, -1.922474, -3.346697], [-2.128998, -0.277674, -1.454697], [-3.510198, -0.228474, -1.642197], [-4.271898, 0.574426, -0.800997], [-3.669698, 1.319726, 0.206803], [-2.284798, 1.247026, 0.358203], [-1.579098, 0.454426, -0.470997], [-1.774698, 3.942526, 2.035303], [-1.600498, 2.762026, 3.308603], [-3.094798, 2.831026, 2.373903], [0.419502, 2.720226, 3.015403], [1.037502, 3.355326, 1.485903], [2.067202, 1.168926, 3.266803], [2.943602, 2.374626, 2.320403], [2.225902, -0.285274, 1.691503], [4.189202, -0.439574, 0.889903], [4.425802, 1.288826, 1.119603], [4.644102, 0.381126, -1.282297], [3.686502, 1.847526, -1.029497], [2.424902, 0.673626, -2.363597], [2.491702, -1.808674, -0.827697], [3.383302, -1.566174, -2.347697], [1.064302, -2.617574, -2.640197], [1.345702, -1.159874, -3.605097], [-0.883498, -2.586874, -3.728897], [-2.002898, -1.305674, -4.177897], [-2.493798, -2.518674, -3.004597], [-3.984398, -0.789274, -2.429597], [-5.341798, 0.627726, -0.928597], [-4.274398, 1.951926, 0.835403], [-1.797398, -1.221274, 2.894003], [-0.456498, -1.531174, 2.522303], [0.117502, -1.580374, 1.025003], [-0.887198, -2.552474, 0.228203], [-1.395198, -3.820574, 0.701803], [1.498502, -2.320274, 1.301803], [1.713102, -3.450374, 2.184503], [-2.058498, -1.867674, 3.731103], [-2.497298, -1.397674, 2.077203], [-1.853598, -0.182874, 3.217103], [-2.444698, -3.865874, 0.415703], [-1.305998, -3.920374, 1.782603], [-0.851398, -4.625374, 0.209803], [1.382802, -4.371274, 1.707403], [1.197602, -3.307974, 3.132503], [2.787202, -3.495174, 2.357603], [-0.059698, 4.207626, -2.974197], [0.240902, 2.999926, -2.151097], [0.419002, 2.063626, -1.469697], [-0.683498, 3.925726, -3.948097], [-0.601498, 4.999326, -2.267897], [0.890602, 4.763326, -3.428797]], "forces_ev_per_angstrom": [[5.9, -0.1, 2.4], [-0.1, 0.1, 0.2], [0.4, 0.2, 0.2], [-1.6, -1.3, -1.0], [1.0, 0.5, 0.3], [-0.5, 0.5, 0.4], [-2.1, -0.4, -1.0], [0.4, -0.1, -0.9], [0.3, 0.3, 0.7], [-2.1, 0.0, 0.0], [0.0, -0.5, -0.2], [1.0, -0.4, -0.2], [-1.6, 0.7, 0.8], [0.2, -0.2, -0.5], [0.2, -0.1, 0.0], [-0.9, 0.2, 0.0], [0.5, 0.0, 0.1], [0.1, 0.1, 0.2], [0.3, -0.1, -0.1], [-0.3, 0.0, -0.1], [-0.4, 0.0, -0.3], [0.0, 0.1, -0.1], [-0.1, -0.1, 0.0], [-0.1, 0.0, 0.0], [-0.1, 0.0, -0.2], [0.0, 0.0, 0.1], [0.1, 0.0, -0.2], [0.0, -0.1, 0.0], [0.2, 0.0, 0.1], [-0.1, 0.0, 0.1], [-0.1, -0.1, 0.1], [-0.2, 0.0, -0.1], [0.0, -0.1, -0.1], [-0.1, 0.1, 0.2], [0.1, 0.0, -0.2], [-0.1, 0.1, 0.1], [0.0, 0.2, 0.0], [-0.1, 0.0, 0.1], [0.0, 0.0, 0.0], [0.0, 0.1, 0.0], [-0.1, -0.1, 0.0], [0.0, -0.1, -0.1], [-0.1, 0.0, -0.1], [0.0, 0.1, 0.1], [-0.5, 0.1, 0.2], [0.8, 0.2, -0.8], [-0.5, -1.7, 0.3], [0.7, 1.0, 0.3], [-0.2, -0.5, 0.1], [-0.4, 0.7, -0.4], [0.2, -0.4, 0.5], [0.0, 0.1, -0.1], [0.0, 0.0, -0.1], [0.0, 0.0, 0.0], [0.1, 0.0, 0.1], [0.0, 0.1, 0.0], [0.0, 0.1, 0.0], [0.0, 0.1, -0.1], [0.0, 0.1, -0.1], [-0.1, 0.0, 0.0], [0.3, 0.9, -0.3], [0.0, 0.2, -0.2], [0.1, 0.4, -0.4], [-0.5, -0.4, -0.2], [-0.5, 0.0, 0.4], [0.6, -0.3, 0.1]]}



2.
{"formula": "C19H35Br9O8S4", "method": "wB97M-V/def2-TZVPD", "homo_ev": -9.82, "gap_ev": 9.4, "symbols": ["C", "Br", "Br", "Br", "H", "C", "Br", "Br", "Br", "H", "C", "Br", "Br", "Br", "H", "C", "C", "C", "S", "O", "O", "C", "H", "H", "H", "H", "H", "H", "H", "H", "C", "C", "C", "S", "O", "O", "C", "H", "H", "H", "H", "H", "H", "H", "H", "C", "C", "C", "S", "O", "O", "C", "H", "H", "H", "H", "H", "H", "H", "H", "C", "C", "C", "S", "O", "O", "C", "H", "H", "H", "H", "H", "H", "H", "H"], "coordinates": [[-30.216053, 26.734855, 31.876953], [-30.038296, 28.157857, 30.504949], [-31.968311, 26.849039, 32.755038], [-28.870908, 26.671618, 33.233901], [-30.166949, 25.835318, 31.282578], [-36.547222, 28.728866, 33.886169], [-36.935430, 29.836989, 32.352658], [-35.010977, 29.292028, 34.874774], [-36.353304, 26.843937, 33.345297], [-37.424003, 28.801319, 34.512540], [-30.414624, 35.138193, 30.057829], [-29.167611, 33.692311, 30.538178], [-29.616120, 36.632027, 29.018086], [-31.422680, 35.885828, 31.579002], [-31.071143, 34.626920, 29.367692], [-35.708627, 24.435807, 28.782161], [-37.105030, 24.780916, 28.210598], [-37.061217, 26.257135, 27.840898], [-36.331645, 27.014027, 29.292940], [-37.409627, 27.332993, 30.240495], [-35.334294, 28.006339, 28.921953], [-35.489356, 25.494613, 29.913854], [-35.055460, 24.578632, 27.920075], [-35.561337, 23.464052, 29.242220], [-37.818433, 24.535524, 29.000995], [-37.378022, 24.212340, 27.320881], [-37.948019, 26.765139, 27.474192], [-36.302040, 26.393915, 27.063958], [-36.020970, 25.387513, 30.851469], [-34.430716, 25.721761, 30.001893], [-36.136939, 32.287894, 27.003630], [-36.733947, 32.470536, 25.594534], [-37.476426, 31.149059, 25.324742], [-38.368975, 30.816831, 26.824648], [-38.369901, 29.391057, 27.081715], [-39.617389, 31.556794, 26.768568], [-37.213857, 31.712106, 27.899042], [-35.742531, 33.202766, 27.442503], [-35.282637, 31.616623, 26.890214], [-35.986760, 32.549754, 24.806966], [-37.436127, 33.304288, 25.555871], [-36.687961, 30.390297, 25.294816], [-38.068220, 31.104399, 24.416747], [-36.909677, 30.925879, 28.589854], [-37.865086, 32.395013, 28.440358], [-33.500302, 29.627495, 30.988811], [-32.702899, 30.432363, 32.002968], [-33.142830, 31.902846, 31.918482], [-33.763152, 32.082693, 30.147840], [-32.862125, 32.985337, 29.447200], [-35.202871, 32.251485, 30.123321], [-33.414004, 30.383910, 29.669053], [-34.531716, 29.518459, 31.311746], [-33.048214, 28.639160, 30.940603], [-31.634805, 30.421202, 31.784377], [-32.845639, 29.999063, 32.990987], [-32.347706, 32.628081, 32.055250], [-34.039058, 32.135081, 32.492370], [-32.377989, 30.370314, 29.333242], [-34.164624, 30.097862, 28.937275], [-29.089162, 28.480751, 37.864193], [-28.377432, 29.565964, 37.092988], [-29.390068, 30.677715, 36.882966], [-30.848662, 29.757643, 36.308640], [-30.718870, 29.604225, 34.878289], [-32.030774, 30.309170, 36.927148], [-30.356162, 28.152407, 37.075267], [-29.326215, 28.899208, 38.851880], [-28.587282, 27.557328, 38.159436], [-28.121937, 29.152489, 36.098249], [-27.335643, 29.785061, 37.340817], [-29.088766, 31.545055, 36.308358], [-29.688828, 31.004669, 37.884991], [-30.214892, 27.455129, 36.251804], [-31.119757, 27.751798, 37.740168]], "forces_ev_per_angstrom": [[-0.8, 0.6, -0.2], [0.2, -0.5, 0.8], [0.5, -0.2, -0.4], [0.2, 0.2, -0.3], [-0.1, -0.2, 0.2], [-0.2, -0.4, -0.6], [0.1, 0.0, 0.3], [0.0, 0.1, 0.0], [-0.1, 0.6, 0.4], [0.1, -0.2, 0.2], [0.2, 0.3, -0.1], [-0.4, 0.9, 0.0], [-0.2, -0.9, 0.6], [0.6, -0.7, -0.8], [-0.4, 0.2, 0.2], [-0.8, 1.2, 0.5], [-0.3, -0.8, 0.3], [0.9, 0.0, -0.1], [-0.7, 0.3, 0.9], [1.3, -0.2, -1.2], [-0.6, -0.3, 0.2], [0.0, 0.8, -1.8], [0.7, 0.0, 0.5], [-0.3, -0.3, -0.4], [-0.4, 0.4, -0.2], [0.1, -0.2, 0.1], [-0.3, 0.0, 0.5], [0.0, 0.0, 0.0], [0.2, -0.8, 0.1], [0.0, 0.2, 0.5], [0.3, 0.4, -0.3], [-0.6, -0.5, 0.0], [1.1, 0.1, 0.1], [-0.4, 0.4, -0.6], [-0.1, 0.3, 0.1], [0.3, -0.4, 0.2], [-0.8, -1.4, 0.3], [0.0, 0.1, -0.1], [-0.1, -0.2, 0.3], [0.1, 0.4, 0.2], [0.1, 0.1, -0.1], [-0.2, -0.2, -0.2], [-0.3, 0.0, 0.2], [0.4, 0.3, 0.1], [0.3, 0.4, -0.1], [0.3, -0.1, -0.1], [0.0, 0.7, 0.3], [-1.0, -0.2, -1.1], [1.2, -0.6, 1.0], [-0.6, 0.1, -0.1], [0.4, 0.4, 0.0], [-0.1, 0.2, 0.6], [0.0, 0.0, -0.1], [-0.2, -0.1, -0.4], [0.0, -0.3, -0.1], [0.1, 0.3, 0.1], [-0.1, 0.1, 0.1], [0.2, 0.0, 0.3], [-0.1, 0.0, -0.4], [0.2, -0.1, -0.2], [-0.3, -0.1, 1.0], [1.5, -1.0, -2.2], [-0.1, -0.5, 1.6], [0.8, 0.0, 0.2], [-0.5, 0.0, 0.1], [0.1, -0.3, -0.4], [-0.4, 0.5, 0.4], [-0.5, 0.0, -0.2], [0.5, 0.1, -0.7], [-0.5, 0.0, -0.1], [-0.5, 0.7, 1.1], [-0.2, -0.2, -0.5], [-0.1, 0.3, -0.1], [0.2, 0.1, -0.1], [-0.3, 0.3, -0.2]]}



Let's list calculated total energy in order: -1742.81664; -26105.65288 Eh.